48
Properties=species:S:1:pos:R:3:forces:R:3 method="wB97M-V/def2-TZVPD" energy_ev=-195649.2430 charge=+1 fmax_ev_per_a=0.9 molar_mass_g_mol=753.473
Rh 0.52471 0.32010 -0.22318 0.0 0.0 0.9
Cl 2.09871 -0.79685 1.27426 -0.1 0.0 0.0
C 3.66505 -0.24308 0.67021 0.0 0.0 0.0
C 4.77243 -0.65327 1.38774 0.0 0.0 0.0
C 6.02211 -0.25549 0.94750 0.0 0.0 0.0
C 6.13257 0.52961 -0.19000 0.0 0.0 0.0
C 4.99996 0.91735 -0.88180 0.0 0.0 0.0
Cl 5.18036 1.89520 -2.29509 0.0 0.0 0.0
C 3.71203 0.54447 -0.47008 -0.1 0.0 0.0
S 2.32273 1.09738 -1.39550 0.3 0.1 -0.2
H 4.65484 -1.26618 2.27044 0.0 0.0 0.0
H 6.90735 -0.55408 1.49052 0.0 0.0 0.0
H 7.10008 0.84966 -0.55021 0.0 0.0 0.0
Cl -0.68690 0.68988 6.61955 0.0 0.0 0.0
C -0.81901 0.42749 4.93063 0.0 0.0 0.0
C -0.18635 1.29224 4.03951 0.0 0.0 0.0
Cl 0.72958 2.62654 4.60296 0.0 0.0 0.0
C -0.30769 1.06099 2.67878 0.0 0.0 0.1
Cl 0.49586 2.12312 1.53410 -0.1 -0.2 -0.4
C -1.03555 -0.01015 2.14521 -0.1 0.2 -0.2
O -1.16471 -0.18625 0.84459 -0.1 -0.2 0.2
C -1.66041 -0.86439 3.06211 -0.1 0.0 0.1
Cl -2.56737 -2.18279 2.42845 0.0 0.0 0.0
C -1.55622 -0.65020 4.43392 0.0 0.0 -0.1
Cl -2.33555 -1.71994 5.52033 0.0 0.0 0.0
C -3.26395 2.32183 0.54371 0.1 0.1 -0.1
As -2.83808 1.34832 -1.05408 0.2 0.1 -0.2
C -3.67998 2.38818 -2.43587 0.0 0.0 0.0
C -3.68611 -0.37016 -1.09575 0.0 0.0 0.1
S -0.78423 1.36960 -1.76099 -0.3 0.3 -0.1
H -4.28743 2.68261 0.43706 0.0 0.0 0.0
H -2.58426 3.16915 0.61485 0.0 0.0 0.0
H -3.17998 1.69605 1.41884 0.1 -0.2 0.2
H -4.76082 2.32667 -2.31275 0.0 0.0 0.0
H -3.39792 2.00263 -3.41333 0.0 0.0 0.0
H -3.35756 3.42360 -2.34863 0.0 0.0 0.0
H -4.61364 -0.31347 -0.52714 0.0 0.0 0.0
H -3.02339 -1.10266 -0.64323 0.0 0.0 0.0
H -3.90103 -0.61158 -2.13474 0.0 0.0 0.0
C -0.61140 -2.96776 -4.12686 0.0 0.0 0.0
C 0.56798 -3.10268 -3.15882 0.0 0.0 0.0
C 0.52739 -2.08006 -2.12077 0.0 -0.1 0.2
N 0.47346 -1.27915 -1.30962 0.1 0.0 -0.6
H -0.54340 -3.75049 -4.87877 0.0 0.0 0.0
H -0.59312 -2.00234 -4.62912 0.0 0.0 0.0
H -1.55986 -3.07455 -3.60309 0.0 0.0 0.0
H 1.52405 -2.99064 -3.67322 0.0 0.0 0.0
H 0.57471 -4.07445 -2.66260 0.0 0.0 0.0

***

49
Properties=species:S:1:pos:R:3:forces:R:3 method="wB97M-V/def2-TZVPD" energy_ev=-28706.8722 charge=-1 fmax_ev_per_a=6.3 molar_mass_g_mol=278.319
C 2.81045 -1.02591 -0.35611 2.5 -1.0 2.4
C 1.50863 -1.31156 -1.00508 -0.6 -0.5 -2.1
C 0.64125 -2.24732 -0.00469 0.3 1.3 -0.5
C 0.42461 -1.55647 1.37968 -1.1 2.3 -3.4
C -0.68336 -2.66013 -0.67843 0.4 0.7 -1.8
N 0.91475 -0.05114 -1.60964 -0.5 -1.4 -0.9
C 1.31990 0.60252 -2.88057 1.2 -0.2 0.0
O 2.59121 1.25403 -2.89491 1.3 -0.1 1.5
H 3.48903 -0.27387 -0.79296 -0.4 -0.7 -0.5
H 3.38065 -2.01858 -0.06331 -0.8 1.8 -1.0
H 2.65651 -0.61981 0.66572 0.0 0.1 -0.6
H 1.64756 -2.00764 -1.89285 0.1 0.9 0.8
H 1.34053 -3.14272 0.19305 -1.1 1.1 -0.5
H -0.38862 -0.76558 1.38586 0.6 -1.2 -0.5
H 0.14045 -2.27802 2.05298 0.1 -1.4 2.2
H 1.27348 -0.92319 1.52989 0.6 -0.6 1.1
H -0.52434 -2.98381 -1.76245 0.0 -0.1 1.4
H -1.47006 -1.87687 -0.78638 1.3 -0.2 0.4
H -1.16894 -3.42024 -0.11356 -0.3 -1.0 0.3
H 0.71993 0.64729 -0.93849 -0.2 0.8 1.0
H 1.48633 -0.19144 -3.72168 -1.1 1.4 1.4
H 0.66221 1.51411 -3.08065 -0.3 -2.0 0.1
H -1.42093 1.98085 -1.54802 -0.5 -5.2 -2.5
H -0.57874 2.79840 -0.56679 0.8 -0.7 0.7
O -1.33590 2.75933 -1.14576 -0.8 6.2 1.0
H -2.41068 2.88526 0.22592 1.5 -0.1 -1.2
H -1.73841 2.78986 1.71768 1.2 0.2 -0.6
O -2.50002 2.80242 1.16373 -2.9 -0.2 2.5
H 1.41364 0.54235 2.60296 3.3 -4.8 -1.1
H 0.82665 1.69110 1.89386 -0.6 -0.1 1.1
O 0.93570 1.22850 2.87071 -3.0 4.7 0.4
H 2.78102 1.71599 -2.00084 -1.0 -0.4 -1.6
H 3.15274 2.13916 -0.00554 -1.4 1.6 -1.3
O 2.58583 2.72970 -0.61773 1.0 -1.4 1.9
H -1.99716 0.88471 2.29340 -0.3 -1.5 0.9
H -0.82749 0.42444 3.09016 -0.2 -0.5 0.1
O -1.76319 0.13093 2.93151 0.2 2.4 -1.2
H -2.92916 -1.60969 0.63531 0.1 0.5 -0.2
H -3.79736 -1.52536 -0.57125 -0.4 0.1 -0.4
O -3.17135 -0.98234 -0.09306 -0.4 -0.5 0.6
H 1.65618 2.71061 -0.13424 0.8 -0.3 -0.3
H 0.30421 3.16172 1.17967 -0.3 2.8 1.5
O 0.38773 2.38602 0.70379 1.1 -2.2 -1.2
H -1.18330 -0.11463 -2.30569 -1.0 1.0 0.2
H -2.44450 -0.00316 -1.44046 0.3 0.5 -0.5
O -2.02654 0.42483 -2.22749 0.8 -1.7 0.2
H -2.41382 -1.38590 2.36163 1.0 -0.6 0.6
H -1.73202 -2.87823 2.18641 -0.3 1.0 0.1
O -2.54526 -2.35047 2.17469 -0.7 -0.4 -0.3

***

174
Properties=species:S:1:pos:R:3:forces:R:3 method="wB97M-V/def2-TZVPD" energy_ev=-115613.8428 smiles="Oc1ccc(O)cc1.Oc1ccc(O)cc1.COCCNCCOC.COCCNCCOC.COCCNCCOC.COCCNCCOC.O=C1OCCO1.O=C1OCCO1.O=C1OCCO1.O=C1OCCO1.O=C1OCCO1" fmax_ev_per_a=2.7 molar_mass_g_mol=1193.298
O -3.46611 1.61597 4.38762 -1.0 0.4 -0.5
C -2.14182 1.52581 4.07570 -0.4 -1.0 0.9
C -1.27799 0.82310 4.89436 1.1 -0.1 -0.6
C 0.07602 0.77820 4.54318 -0.7 0.3 0.4
C 0.53963 1.50530 3.44438 0.4 -1.9 -0.5
O 1.82208 1.26306 2.99928 -0.4 0.6 0.2
C -0.37344 2.11061 2.59902 -0.1 0.6 0.0
C -1.71163 2.07428 2.89559 -0.7 0.9 0.3
H -3.73572 1.07567 5.13379 0.4 -0.1 0.1
H -1.63173 0.19249 5.69972 -0.1 0.2 0.2
H 0.69856 0.13932 5.15428 0.4 0.2 -0.2
H 1.83127 1.63745 2.10045 0.7 0.1 0.2
H -0.08928 2.66736 1.71515 0.3 -0.4 -0.1
H -2.45991 2.57949 2.29849 0.2 0.0 -0.2
O -0.92774 -1.39864 -3.58304 -0.6 -1.0 -0.3
C -0.51036 -0.36335 -4.35049 0.0 0.6 1.4
C 0.07755 0.74920 -3.74381 0.4 0.3 -1.0
C 0.53167 1.82738 -4.51654 -0.7 -1.4 0.5
C 0.31707 1.78480 -5.89497 0.5 0.5 -0.5
O 0.54649 2.84521 -6.70540 0.5 0.3 -0.3
C -0.17094 0.62033 -6.51217 -0.8 0.2 1.0
C -0.68694 -0.40729 -5.71980 0.8 0.2 -0.5
H -0.95801 -1.22196 -2.61547 0.3 0.2 0.0
H 0.22117 0.82804 -2.67483 -0.1 -0.4 0.1
H 1.01963 2.58992 -3.92656 -0.1 0.6 -0.6
H 1.02330 3.62110 -6.24531 -0.9 -1.3 -0.3
H -0.30700 0.60563 -7.58358 0.1 0.1 0.0
H -1.16681 -1.27017 -6.16144 0.0 0.0 0.0
C -0.52996 -6.83227 -0.26245 -1.9 0.3 0.0
O -1.57868 -5.87757 -0.54149 0.1 -0.3 -0.2
C -2.73964 -5.94489 0.26329 -1.2 1.7 -0.1
C -2.59162 -5.62986 1.74471 0.8 -0.4 -0.1
N -2.27140 -6.83763 2.49678 0.0 -0.1 0.9
C -2.33629 -6.68223 3.95626 0.7 0.6 -0.2
C -1.03406 -6.21860 4.63229 -0.7 -0.8 1.2
O -0.01781 -7.21101 4.67951 0.5 0.8 -1.0
C 1.08175 -6.75088 5.45069 0.1 -0.8 0.6
H 0.12624 -6.87920 -1.12746 0.2 0.3 0.2
H -1.03856 -7.79446 -0.17477 0.5 -0.3 0.4
H -0.06152 -6.50917 0.66800 0.5 -0.4 -0.1
H -3.46241 -6.75542 0.12346 0.9 -1.0 0.0
H -3.39374 -5.14498 -0.10358 0.5 0.4 -0.3
H -3.51751 -5.16502 2.08789 -0.2 -0.5 0.1
H -1.84197 -4.84264 1.89531 0.2 0.1 -0.2
H -1.31695 -7.12579 2.31554 -0.1 -0.1 -0.4
H -2.69668 -7.59428 4.43189 0.1 0.0 0.0
H -3.03646 -5.87051 4.16598 -0.3 -0.2 0.1
H -1.27960 -6.09968 5.69537 -0.3 0.7 0.0
H -0.69733 -5.25400 4.23988 0.3 -0.1 -0.2
H 1.85582 -7.51552 5.41733 -0.1 0.0 -0.1
H 0.77883 -6.64704 6.49760 -0.1 0.0 0.1
H 1.55999 -5.80270 5.19227 -0.4 0.1 -0.7
C -1.08600 2.94821 -0.99841 -0.1 0.3 1.1
O -1.22205 1.59906 -0.57823 1.4 0.4 -0.1
C -2.28213 0.94288 -1.18087 -1.0 -2.2 0.6
C -2.33000 -0.50024 -0.53730 0.7 2.2 1.0
N -1.04309 -1.16407 -0.77028 -1.4 -2.0 -1.1
C -1.14980 -2.55483 -0.26551 1.4 -0.3 0.4
C 0.28637 -3.00793 0.03040 -0.5 0.4 0.0
O 0.82148 -2.35839 1.18487 0.2 0.7 -0.2
C 0.48646 -3.05633 2.35439 0.9 -0.3 -0.1
H -0.27794 3.44040 -0.44911 0.3 -0.5 0.0
H -1.96600 3.47446 -0.61854 -0.3 0.2 -0.7
H -0.88962 3.07643 -2.06136 -0.4 -0.1 -0.2
H -2.17320 0.73923 -2.25020 0.3 0.5 -0.2
H -3.20412 1.51981 -1.04298 -0.2 -0.2 0.1
H -3.23839 -1.03133 -0.81918 0.4 -0.4 -0.6
H -2.34985 -0.46093 0.56083 -0.6 0.6 0.1
H -0.27651 -0.72145 -0.28108 -0.3 0.4 0.2
H -1.57000 -3.32071 -0.91818 -0.2 0.6 -0.6
H -1.75636 -2.63075 0.64444 0.0 0.3 0.2
H 0.86371 -2.66815 -0.83110 0.3 -0.2 0.1
H 0.37259 -4.09045 0.15053 -0.1 -0.1 -0.1
H 1.02801 -4.00816 2.26046 -0.8 -0.6 0.3
H -0.59720 -3.12189 2.46221 0.1 -0.4 0.3
H 0.94992 -2.61530 3.23890 -0.3 0.6 -0.2
C -0.52784 5.51609 4.14405 -2.3 -0.2 0.0
O -0.97003 5.53038 2.78779 0.2 -0.4 -0.3
C -0.48928 6.63252 2.06979 0.0 0.9 -0.3
C 0.93010 6.47148 1.64364 1.6 -0.3 -0.1
N 1.19709 5.32743 0.79684 0.0 -0.8 -0.7
C 2.61521 4.98671 0.72507 0.1 -1.4 -0.3
C 2.82431 3.71578 -0.09526 -1.4 -0.2 -0.9
O 2.34597 2.55070 0.54930 -0.5 0.0 0.0
C 2.18992 1.41705 -0.34687 -0.1 0.6 1.4
H 0.54842 5.44421 4.27287 0.0 0.5 0.2
H -1.03950 4.69493 4.65301 0.5 -0.7 -0.5
H -1.14246 6.30319 4.59539 1.3 0.8 0.5
H -0.53462 7.58689 2.61044 -0.1 -0.2 0.6
H -1.11161 6.85293 1.19848 -0.2 -0.8 0.0
H 1.59425 6.38003 2.51496 -0.2 0.3 0.3
H 1.28637 7.35130 1.09997 -0.2 0.2 0.1
H 0.77224 4.48563 1.17251 -0.4 0.3 0.2
H 2.99284 4.70101 1.71457 0.5 0.9 0.2
H 3.17024 5.73797 0.16322 0.2 0.4 0.6
H 3.83884 3.51809 -0.45118 0.1 0.5 0.2
H 2.12495 3.83576 -0.93410 0.5 0.2 -0.6
H 1.67250 1.61756 -1.28656 0.4 0.5 -0.1
H 1.49279 0.81232 0.23432 0.4 -0.7 -0.2
H 3.19280 1.01189 -0.47120 -0.3 -0.5 -0.4
C 0.83522 5.43829 -4.53949 1.0 0.0 0.0
O 1.59994 4.64973 -5.44187 0.0 -0.1 0.0
C 3.00931 4.75968 -5.49305 -0.3 1.7 1.5
C 3.72386 4.23256 -4.25662 0.0 -0.6 -1.4
N 3.90442 2.78983 -4.34819 1.2 0.5 0.4
C 4.78150 2.32402 -3.26202 -0.7 0.1 0.5
C 4.78925 0.82644 -3.29629 -0.8 -0.1 0.2
O 3.46835 0.37011 -2.95443 0.8 0.3 -0.7
C 3.43917 -1.02096 -3.03584 -0.2 -1.3 0.5
H 1.02887 6.49071 -4.76051 -0.4 0.1 -0.1
H 1.15348 5.27872 -3.50564 -0.1 -0.2 0.1
H -0.19653 5.12441 -4.67220 -0.1 0.2 0.0
H 3.22530 5.83596 -5.44626 0.1 0.1 -0.6
H 3.35979 4.33273 -6.42912 0.0 -0.2 0.1
H 3.23721 4.56534 -3.33220 -0.1 0.1 0.1
H 4.67923 4.75818 -4.33141 0.3 -0.4 0.4
H 3.01955 2.30795 -4.23721 -0.1 0.0 -0.1
H 4.35549 2.74843 -2.34313 0.3 -0.5 0.4
H 5.82331 2.65150 -3.28669 -0.1 0.4 -0.6
H 5.49723 0.31505 -2.63921 0.2 0.3 0.2
H 5.05281 0.59434 -4.33320 -0.2 -0.5 0.0
H 3.80585 -1.42688 -3.98339 -0.1 0.3 -0.2
H 2.43406 -1.40781 -2.86054 -0.2 0.4 -0.2
H 4.05133 -1.49234 -2.25508 0.2 0.2 0.1
O -2.88980 4.49510 -3.04226 -0.4 0.2 0.2
C -2.94131 5.55977 -2.51156 1.1 -0.8 -0.5
O -3.14934 5.74337 -1.19464 -0.7 0.6 0.7
C -3.11848 7.14708 -0.86180 1.2 0.4 -1.3
C -2.95201 7.77869 -2.25475 1.0 2.0 -1.1
O -2.61782 6.71413 -3.12788 -1.3 -0.5 0.2
H -3.98718 7.49989 -0.31525 -0.1 -0.4 0.0
H -2.18923 7.38089 -0.34265 -0.3 -0.4 0.5
H -2.11331 8.44602 -2.48794 0.4 0.0 1.4
H -3.72007 8.46530 -2.62436 -1.0 -1.0 0.0
O 5.70511 -5.85486 6.46837 -0.4 0.0 0.1
C 5.18909 -4.86790 6.06453 0.9 1.0 -0.3
O 5.73098 -3.61523 6.16607 0.2 -0.7 -0.2
C 4.92297 -2.67626 5.47835 -0.9 0.3 0.4
C 3.76487 -3.48929 4.87743 0.7 -0.4 -0.8
O 4.04864 -4.77352 5.37073 -1.0 -1.8 0.5
H 4.49048 -2.05955 6.26670 0.4 0.7 -0.4
H 5.51257 -2.16377 4.72241 0.0 0.3 0.3
H 3.78769 -3.64560 3.79514 0.1 0.7 -0.1
H 2.75532 -3.17098 5.13602 0.2 0.0 0.4
O 4.58995 -5.54235 -1.98223 0.5 -0.4 0.9
C 4.39284 -5.23341 -0.84546 -1.3 -0.1 -1.0
O 4.05946 -3.97574 -0.51620 0.1 1.4 -0.2
C 3.89761 -3.80727 0.88199 0.6 -1.1 0.2
C 3.71469 -5.26415 1.29950 -1.5 -0.1 0.7
O 4.23849 -6.05136 0.22475 1.0 0.4 0.3
H 4.82617 -3.44335 1.32837 0.1 0.3 -0.2
H 3.08224 -3.13542 1.14225 -0.1 -0.1 -0.3
H 2.66794 -5.57096 1.36842 -0.2 0.3 0.0
H 4.11738 -5.42946 2.29863 0.6 -0.6 -0.4
O -7.90812 1.30800 -0.06223 0.7 0.5 -0.8
C -6.80079 1.60496 0.27575 -1.3 -2.2 1.0
O -5.75940 0.71580 0.33100 0.1 -0.2 -0.5
C -4.94875 1.11111 1.42995 0.1 -0.9 0.9
C -5.15090 2.57370 1.42098 0.3 0.5 0.6
O -6.49958 2.70581 0.94217 1.0 1.3 0.1
H -5.30088 0.66695 2.36743 -0.4 -0.1 -0.2
H -3.90220 0.81386 1.37995 -0.1 0.0 -0.7
H -4.38749 2.96841 0.74649 -0.5 0.8 -0.1
H -5.10709 2.97102 2.43264 0.1 0.4 -0.2
O -5.56025 -2.07772 -1.88452 0.1 -0.6 -0.8
C -5.02394 -2.83701 -2.64375 0.3 1.1 0.9
O -3.78375 -3.30191 -2.44953 1.1 -0.5 -0.2
C -3.54665 -4.38524 -3.37585 -0.1 -0.4 0.8
C -4.62153 -4.19299 -4.41871 1.2 -0.3 0.0
O -5.48809 -3.28921 -3.80294 -2.0 0.3 -0.4
H -2.56181 -4.39779 -3.83595 0.2 0.4 0.5
H -3.72242 -5.28573 -2.78590 0.3 -0.2 -0.2
H -5.08022 -5.16241 -4.60720 -0.4 0.3 -0.4
H -4.15937 -3.73980 -5.29647 -0.5 -0.1 -0.3

***

13
Properties=species:S:1:pos:R:3:forces:R:3 method="wB97M-V/def2-TZVPD" energy_ev=-6306.9968 charge=+1 fmax_ev_per_a=1.5 molar_mass_g_mol=65.092
O -1.15319 -1.99971 -0.65838 0.1 -0.1 -0.3
H -1.25402 -0.36519 0.09875 0.2 -0.4 0.2
H -0.96573 -2.95865 -0.59156 -0.2 0.8 0.0
H -1.21003 -1.79700 -1.60565 -0.1 -0.4 0.2
C 0.72899 0.32091 -0.07761 -0.4 0.1 0.2
O -0.73698 0.44210 0.35537 -0.3 0.0 -1.5
C 1.43200 1.54813 0.45722 0.5 0.9 -0.6
H 0.91939 -0.69824 0.24188 0.9 0.3 0.3
H 0.72879 0.33018 -1.16430 -0.5 0.0 0.0
H -0.89213 0.71134 1.26023 0.1 0.1 0.7
H 0.77930 2.24773 0.97681 -0.2 -0.5 0.7
H 2.34939 1.38872 1.01216 -0.2 -0.4 0.3
H 1.70958 2.23543 -0.35170 0.1 -0.6 -0.3